The following is a quantum chemistry calculation of C41H49AsBrN6O2V as an isolated structure at a distorted geometry, from the OMol25 dataset.

```
101
Properties=species:S:1:pos:R:3:forces:R:3:mulliken_charge:R:1
V -0.40626 0.75917 -0.48410 -0.670 -1.421 0.278 0.05
C -1.97661 -0.86742 -2.65890 0.043 0.023 0.079 -0.71
C -1.10419 -2.07296 -2.87813 0.033 0.040 0.086 -1.74
C -0.20791 -2.44774 -1.73048 0.004 0.163 -0.104 0.60
C 0.07305 -3.79450 -1.55784 0.032 -0.022 0.023 -0.73
C 1.00717 -4.20439 -0.62369 -0.030 0.023 -0.028 -1.02
C 1.66486 -3.22575 0.09886 0.024 0.038 -0.002 -1.72
C 1.33019 -1.90557 -0.11507 0.002 0.111 -0.038 0.22
N 0.38965 -1.48442 -0.98485 0.026 0.026 0.280 1.37
N -1.23329 0.40944 -2.38872 0.095 0.323 -0.251 0.82
C -2.15028 1.55651 -2.72048 -0.024 0.002 0.003 -1.36
C -2.29237 2.56128 -1.61498 0.017 0.060 -0.122 0.38
C -3.00846 3.72836 -1.79485 -0.079 -0.045 0.087 -1.02
C -3.25916 4.53482 -0.69431 0.007 0.001 -0.002 -0.79
C -2.79522 4.14367 0.55647 -0.002 -0.012 0.002 -0.96
C -2.05085 2.99038 0.65838 0.003 -0.040 0.045 -0.83
N -1.78551 2.22515 -0.41756 -0.096 0.204 -0.203 1.49
C 0.03585 0.50885 -3.19774 -0.205 0.128 -0.266 -0.98
C 0.71059 1.80861 -2.88013 -0.012 0.101 -0.081 0.24
C 1.32316 2.61471 -3.81675 0.029 0.027 0.047 -0.98
C 1.85249 3.83102 -3.40208 -0.002 -0.011 0.007 -0.81
C 1.71850 4.21601 -2.07387 -0.015 -0.006 0.020 -1.29
C 1.09075 3.36252 -1.19101 0.093 -0.025 0.101 -0.60
N 0.63018 2.16499 -1.58341 -0.019 -0.334 -0.222 1.75
H -2.63149 -1.03010 -1.80675 -0.062 0.017 -0.083 0.05
H -2.60683 -0.71049 -3.53585 0.072 -0.016 -0.063 0.62
H -0.48944 -1.96008 -3.77644 -0.022 -0.018 0.005 0.27
H -1.77166 -2.90668 -3.09796 -0.006 -0.018 0.051 0.83
H -0.43579 -4.51476 -2.18469 -0.003 -0.007 0.007 0.63
H 1.23481 -5.25346 -0.48754 -0.006 0.002 0.001 0.54
H 2.43946 -3.47121 0.81140 0.026 0.016 0.001 0.60
H 1.87471 -1.12352 0.39356 0.001 0.010 -0.025 -0.16
H -3.14908 1.14559 -2.87004 0.021 -0.012 -0.061 0.80
H -1.84566 2.02356 -3.65836 0.034 0.023 0.015 0.47
H -3.39151 3.98408 -2.77418 -0.002 -0.002 0.001 0.63
H -3.82587 5.44988 -0.80694 -0.002 -0.001 0.001 0.51
H -3.00221 4.72638 1.44277 0.001 0.000 0.000 0.59
H -1.66329 2.64455 1.60550 0.015 0.012 0.008 0.55
H -0.18828 0.41847 -4.26252 -0.029 0.080 -0.003 0.82
H 0.69770 -0.30375 -2.91785 0.028 -0.114 -0.028 0.35
H 1.37309 2.30517 -4.85211 -0.003 0.001 0.000 0.64
H 2.34175 4.48309 -4.11400 -0.003 0.002 0.000 0.53
H 2.08810 5.16931 -1.72317 0.001 -0.001 -0.002 0.59
H 0.95290 3.62273 -0.15059 0.010 -0.012 0.000 0.50
O 0.26742 -1.63836 4.63691 -0.168 -0.044 -0.061 -0.63
C 0.17278 -0.27359 4.67724 -0.022 0.061 0.034 0.59
C 0.10339 0.31077 5.93465 0.031 -0.010 -0.015 -0.78
C -0.01099 1.68314 6.05129 -0.010 0.007 0.001 -0.54
C -0.04507 2.48910 4.91781 -0.013 0.001 0.019 -1.65
C 0.00208 1.90440 3.66683 0.087 0.005 -0.035 0.07
C 0.08796 0.52009 3.53214 -0.084 -0.068 0.041 1.01
C 0.11585 -0.17630 2.20132 -0.261 0.031 0.137 -1.03
O 0.03916 0.71876 1.10381 1.023 0.411 0.417 1.09
N -0.97849 -1.10166 1.94853 0.264 -0.449 0.000 -0.02
N -1.83173 -0.78207 0.90202 -0.076 0.179 -0.235 0.22
C -2.89778 -1.49585 0.86529 -0.001 0.066 -0.056 -0.82
C -4.04535 -1.32942 -0.00662 -0.052 0.012 0.023 -0.13
Br -4.56769 0.44906 -0.43837 -0.077 -0.032 0.051 0.03
C -4.86179 -2.33983 -0.35305 0.033 0.000 0.013 -0.65
C -4.61974 -3.75902 -0.12895 0.014 -0.011 0.020 0.70
C -5.73109 -4.60111 -0.00404 0.005 0.014 0.003 -0.83
C -5.56364 -5.94895 0.25544 -0.002 -0.003 0.006 -0.65
C -4.28543 -6.48173 0.36799 -0.002 0.001 0.006 -0.51
C -3.17299 -5.66559 0.20769 0.007 -0.001 0.006 -0.82
C -3.33568 -4.31384 -0.04227 -0.031 -0.012 -0.025 0.23
H 0.64260 -1.97472 3.81670 0.118 0.016 0.038 0.34
H 0.15314 -0.32927 6.80524 0.004 0.003 -0.001 0.51
H -0.05642 2.13078 7.03467 0.001 0.000 -0.002 0.44
H -0.10115 3.56419 5.01544 0.003 -0.001 -0.001 0.50
H 0.02378 2.53316 2.78558 -0.005 0.000 -0.018 0.12
H 1.07717 -0.69245 2.07222 -0.065 0.098 -0.035 0.11
H -1.43557 -1.44999 2.78306 -0.097 0.209 0.047 0.66
H -3.00509 -2.30841 1.58618 0.007 0.010 0.022 0.68
H -5.80352 -2.08568 -0.82789 0.007 0.006 -0.020 0.47
H -6.72828 -4.18849 -0.09493 0.000 0.000 -0.001 0.44
H -6.42892 -6.58826 0.36338 0.001 0.001 0.003 0.42
H -4.15673 -7.53785 0.56269 -0.001 -0.001 -0.006 0.42
H -2.17993 -6.09214 0.26621 -0.002 0.001 0.000 0.45
H -2.46118 -3.69863 -0.22095 0.011 0.017 -0.007 0.40
C 4.64400 0.13096 -2.19173 -0.009 -0.003 -0.007 -1.23
C 4.42661 1.38735 -1.35359 -0.013 0.000 0.004 -0.46
As 3.41137 0.98868 0.27751 0.040 0.168 0.284 0.46
C 4.80284 0.12118 1.37554 0.056 0.007 -0.157 -0.88
C 4.81978 -1.40141 1.32422 -0.038 -0.027 -0.001 -0.91
C 3.40938 2.71694 1.24925 0.022 0.017 -0.039 -0.16
C 4.37442 3.78007 0.73801 0.010 0.003 0.012 -1.54
H 5.11529 0.37231 -3.14444 0.008 0.001 0.003 0.41
H 3.70083 -0.38308 -2.40471 0.003 0.009 -0.003 0.17
H 5.29627 -0.57942 -1.68329 -0.010 0.001 0.001 0.32
H 3.86859 2.13832 -1.91936 -0.010 -0.005 0.008 0.11
H 5.37854 1.83965 -1.07511 -0.001 0.008 -0.010 0.62
H 4.63662 0.46195 2.39781 0.006 -0.001 0.008 0.54
H 5.76094 0.53504 1.05442 0.008 -0.021 0.011 0.51
H 5.70307 -1.79150 1.82941 -0.006 -0.007 0.005 0.46
H 3.95038 -1.82063 1.83946 -0.021 0.001 -0.031 0.08
H 4.83159 -1.78673 0.30303 0.004 0.004 0.005 0.24
H 3.65454 2.45585 2.27994 -0.019 -0.005 0.011 0.73
H 2.38589 3.09729 1.28721 0.007 0.018 -0.030 -0.09
H 4.28560 4.69506 1.32460 0.003 -0.002 0.001 0.42
H 4.19562 4.03384 -0.30867 -0.008 0.007 0.001 0.25
H 5.40899 3.44656 0.81823 -0.001 -0.004 -0.011 0.37
```
Positions in Å, forces in eV/Å.

Output
2S+1   2
Total charge   +3
Energy above the lowest of the compared OMol25 structures with the same formula, charge and spin   138.73 kJ/mol
HOMO energy (alpha / beta)   -15.33 / -15.34 eV
Frontier orbital gap (alpha / beta)   4.951 / 5.504 eV
E_LUMO (alpha / beta)   -10.380 / -9.838 eV

The following is a quantum chemistry calculation of an isolated molecule of C4H5NOS at a distorted geometry, from the OMol25 dataset.

```
12
Properties=species:S:1:pos:R:3:forces:R:3:mulliken_charge:R:1
O -0.56943 2.31813 0.79086 0.244 -0.849 0.199 -0.63
C -0.32111 1.26016 0.21815 -1.029 3.881 2.312 0.28
N -0.04643 1.26105 -1.07733 0.405 2.198 -7.055 -0.26
S 0.26240 -0.33440 -1.86133 -0.280 0.990 0.809 -0.05
C 0.72060 -0.74814 -0.21815 1.613 1.527 0.569 -0.14
C 0.13198 -1.43818 0.94625 -0.912 -1.417 -0.980 -0.27
C -0.43726 -0.10978 0.62018 -1.979 -3.154 -1.930 -0.15
H -0.18784 2.16180 -1.79808 0.408 -3.135 3.162 0.30
H 1.58324 -0.04288 0.02350 -0.593 -1.606 -0.128 0.22
H -0.59815 -2.24842 0.61279 1.133 0.976 1.218 0.19
H 0.78242 -1.61163 1.75852 0.529 -0.420 0.764 0.28
H -1.32041 -0.46770 -0.01536 0.460 1.008 1.061 0.22
```
Positions in Å, forces in eV/Å.

Output
SMILES string   O=C1NS[C@@H]2C[C@@H]12
Energy above the lowest of the compared OMol25 structures with the same formula, charge and spin   417.28 kJ/mol
HOMO energy   -8.77 eV
Frontier orbital gap   9.104 eV
E_LUMO   0.335 eV

The following is a quantum chemistry calculation of a 2-piece molecular cluster, C13H22FN5O5P overall at a distorted geometry, from the OMol25 dataset.

```
47
Properties=species:S:1:pos:R:3:forces:R:3:mulliken_charge:R:1
C 0.24202 2.58775 2.78691 -1.047 -0.654 -0.660 -0.77
C -1.32211 2.19640 2.61032 0.664 1.302 4.082 0.47
O -2.06005 2.34015 3.61430 1.630 -0.796 -4.353 -0.49
N -1.73815 1.75557 1.26258 0.108 -2.338 1.682 0.55
C -3.21174 1.75922 1.05449 -3.884 1.951 -3.657 0.49
C -4.30273 0.96741 1.90424 -0.046 0.185 1.093 -0.98
O -3.63284 2.43907 0.06834 2.286 -2.825 4.130 -0.49
C -1.09185 0.51879 0.82476 2.312 -1.265 -3.675 -0.44
N -0.91153 -0.67394 1.63232 1.057 0.346 -2.499 0.20
C -0.22353 -1.87907 1.16316 0.522 0.611 -2.821 0.51
C -0.01981 -3.18621 2.09767 -0.650 0.866 0.093 -0.52
C -0.78786 -3.07827 3.50432 1.145 -0.341 -0.336 -0.61
F -2.20997 -3.16108 3.32164 2.329 0.278 0.272 -0.29
C 0.37192 -1.96088 -0.26989 -1.715 2.225 -0.157 0.20
C 1.17553 -3.23936 -0.84418 0.683 0.923 1.086 -1.00
N 2.62854 -3.01622 -0.45082 -1.267 0.847 0.221 -0.57
C 0.24733 -0.72140 -1.25838 -1.615 0.218 3.930 0.40
O 0.79810 -0.70202 -2.57085 -1.957 -0.738 3.086 -0.38
C -0.51660 0.53287 -0.63953 0.175 -2.975 1.072 -0.25
P -0.65801 2.06465 -1.77010 3.006 3.148 0.615 0.34
O 0.36077 3.15348 -1.33745 -2.272 -2.671 -0.501 -0.65
H 0.84633 1.65795 2.50419 -0.531 1.445 0.254 0.23
H 0.44972 3.44772 2.05934 -0.077 -1.311 1.051 0.29
H 0.44124 2.86273 3.88369 -0.526 -0.398 -1.844 0.32
H -5.35291 1.22345 1.49239 2.037 -0.574 0.309 0.34
H -4.33318 1.31026 3.01165 0.452 -0.399 -1.872 0.30
H -4.12534 -0.17324 1.95395 -0.181 1.790 -0.381 0.24
H -1.28634 -0.61556 2.60381 0.376 -0.379 -0.984 0.41
H -0.32458 -4.14636 1.53066 0.323 1.761 0.837 0.34
H 1.10270 -3.25283 2.30189 -1.490 0.073 -0.131 0.33
H -0.37772 -3.91585 4.19036 -1.173 1.222 -1.165 0.33
H -0.47664 -2.09433 4.00029 -0.885 -1.213 -0.540 0.36
H 1.15707 -3.30364 -1.98672 -0.362 0.010 1.756 0.37
H 0.86358 -4.22148 -0.35483 0.124 1.449 -0.955 0.26
H 2.60359 -2.86437 0.57691 0.392 -0.246 -0.867 0.28
H 2.91799 -2.09066 -0.83404 -0.121 -0.972 0.269 0.30
H 0.53036 -1.55962 -2.98411 0.471 0.708 0.228 0.31
H -0.27928 1.66240 -3.11225 -0.689 -0.465 1.000 0.15
H -1.99502 2.57555 -1.86896 0.453 -0.868 0.297 0.12
C 3.28435 2.04282 -4.89762 0.411 0.429 -0.607 0.58
O 3.79472 2.48025 -5.91447 -0.159 -0.207 0.190 -0.64
N 2.76197 0.79137 -4.81154 -0.428 -1.099 -0.206 -0.29
N 3.18731 2.75670 -3.75599 0.057 0.669 0.702 -0.30
H 2.33585 0.41992 -3.97877 0.152 0.145 -0.182 0.17
H 2.81134 0.21444 -5.63588 0.020 0.133 0.149 0.18
H 3.55677 3.69386 -3.76294 -0.103 -0.170 0.029 0.20
H 2.76868 2.40161 -2.91484 -0.007 0.169 -0.036 0.13
```
Positions in Å, forces in eV/Å.

Output
Total charge   +1
Energy above the lowest of the compared OMol25 structures with the same formula, charge and spin   659.83 kJ/mol
HOMO energy   -11.65 eV
Frontier orbital gap   6.234 eV
E_LUMO   -5.420 eV

The following is a quantum chemistry calculation of C16H44FN4O4Pd2 as an isolated structure at a distorted geometry, from the OMol25 dataset.

```
71
Properties=species:S:1:pos:R:3:forces:R:3:mulliken_charge:R:1
Pd -2.38875 1.56036 1.08895 -0.484 -0.463 -1.972 0.68
Pd 1.36034 0.36078 1.79022 1.014 1.244 -1.433 0.41
F -0.60012 0.35981 0.70664 -0.496 0.877 1.072 -0.01
C -6.18067 0.64692 -0.92926 0.967 -0.996 -0.292 -1.37
C -4.65044 0.72358 -0.49206 -0.609 -1.925 -3.568 -0.02
C -3.69726 1.04509 -1.67453 -0.719 0.551 -0.268 -0.65
O -2.39522 1.26230 -1.15463 1.594 -0.588 1.200 0.05
C -1.35579 1.53335 -2.11147 0.890 0.312 -0.798 -0.69
N -4.57356 1.73820 0.45845 0.848 1.284 1.961 -0.42
H -6.59862 1.55829 -1.35680 0.346 0.482 0.468 0.44
H -6.75667 0.29526 -0.07330 -0.118 0.157 -0.064 0.46
H -6.34894 -0.05692 -1.74436 0.305 -0.377 0.174 0.38
H -4.27606 -0.19590 -0.04208 -0.406 -0.472 -0.111 0.29
H -3.89463 1.98500 -2.19001 -0.917 0.047 -0.099 0.49
H -3.65784 0.26121 -2.43089 -0.124 -0.245 0.211 0.48
H -1.53262 2.45401 -2.66753 -0.273 0.111 0.226 0.42
H -1.15632 0.75831 -2.85148 -1.077 -0.567 0.028 0.38
H -0.34944 1.56291 -1.69376 -0.406 0.326 0.981 -0.12
H -5.03447 2.49724 -0.02271 0.479 1.447 0.334 0.33
H -5.23513 1.49720 1.18257 -0.021 0.066 0.827 0.31
C -1.86450 -2.94040 1.99154 -0.834 -1.549 0.849 -1.29
C -1.42447 -3.24929 0.60099 -1.820 0.736 -0.109 0.28
C -2.50192 -2.86015 -0.46774 1.140 -0.736 0.272 0.06
O -3.76575 -3.46892 -0.28828 1.156 -0.908 -0.610 -0.35
C -3.69710 -4.94189 -0.36346 -0.461 0.260 0.132 -0.78
N -0.25989 -2.47479 0.35128 2.148 0.955 -1.064 -0.38
H -1.02858 -3.16318 2.65463 0.040 0.328 0.280 0.51
H -2.61262 -3.68459 2.26467 -0.412 0.330 0.323 0.35
H -2.26162 -1.93724 2.14674 0.059 0.148 -0.077 0.06
H -1.24149 -4.32168 0.53314 0.310 0.065 -0.211 0.49
H -1.98321 -3.02057 -1.41289 -0.407 -0.963 -0.588 0.48
H -2.57845 -1.77694 -0.56204 -0.611 0.485 0.845 -0.59
H -4.71178 -5.30945 -0.51648 0.002 0.302 0.282 0.29
H -3.27967 -5.38477 0.54082 -0.196 0.278 0.284 0.28
H -3.12017 -5.39043 -1.17220 0.277 0.801 -0.429 0.35
H 0.31779 -2.46841 1.17975 0.376 -0.729 0.302 0.25
H -0.48705 -1.49134 0.31478 -0.609 0.101 -0.461 -0.04
C 4.67521 -0.97046 0.24511 -0.524 0.490 -0.836 -1.41
C 3.62695 -0.24081 -0.63422 0.442 -0.800 1.607 0.25
C 3.51486 -0.73087 -2.05087 1.148 0.715 -2.084 -0.98
O 2.50485 0.00672 -2.72404 -0.146 0.391 0.454 -0.28
C 2.42490 -0.20773 -4.13560 -0.841 -0.197 -0.081 -0.83
N 2.29788 -0.42709 -0.04908 -1.712 -0.881 0.658 0.14
H 4.44472 -2.01420 0.45862 -0.147 -0.066 -0.309 0.39
H 4.72030 -0.44766 1.20050 0.415 0.023 -0.114 0.23
H 5.60133 -0.91955 -0.32745 0.273 -0.048 0.531 0.43
H 3.81735 0.82423 -0.50172 0.238 0.077 -0.866 0.07
H 3.42133 -1.79960 -2.24368 -0.624 -0.410 0.845 0.46
H 4.44603 -0.55370 -2.58906 0.497 0.398 0.247 0.57
H 2.12311 -1.24067 -4.30898 0.255 -0.123 -0.228 0.38
H 3.29504 0.06713 -4.73176 0.426 -0.141 0.502 0.33
H 1.61942 0.42311 -4.51156 -0.049 0.030 0.210 0.22
H 2.11814 -1.41180 0.08558 0.431 -0.923 0.466 0.41
H 1.63106 -0.32971 -0.80138 -0.602 1.017 -0.463 0.01
C 2.59679 4.60339 1.21193 -0.571 1.148 -0.615 -1.65
C 2.85063 3.13528 1.19130 0.847 -1.042 1.349 0.56
C 3.36756 2.65250 2.54247 -0.937 0.017 0.147 -0.93
O 3.33699 1.22201 2.58391 -0.496 -0.878 -1.209 0.10
C 3.71129 0.74848 3.84317 1.001 -0.347 2.137 -0.91
N 1.57658 2.37927 0.86914 0.659 0.999 -0.179 -0.19
H 1.72915 4.86252 1.81868 -0.138 -0.125 0.188 0.47
H 2.37795 4.93028 0.19538 -0.040 0.161 -0.070 0.42
H 3.38674 5.26678 1.56405 0.346 -0.474 0.034 0.40
H 3.62536 2.88329 0.46714 -0.241 -0.118 -0.257 0.19
H 2.70921 2.91457 3.37072 -0.074 0.830 0.013 0.45
H 4.36688 3.04382 2.73306 0.093 -0.211 0.003 0.47
H 3.84199 -0.33183 3.90595 0.103 0.018 -0.714 0.35
H 3.02273 0.97976 4.65587 -0.587 0.362 -0.219 0.35
H 4.63558 1.23766 4.15059 0.262 -0.222 -0.124 0.34
H 0.86606 3.06879 1.06862 -0.636 -0.039 0.649 0.24
H 1.53870 2.41314 -0.13958 -0.023 -0.805 -0.573 0.19
```
Positions in Å, forces in eV/Å.

Output
2S+1   5
Total charge   +3
Energy above the lowest of the compared OMol25 structures with the same formula, charge and spin   60.65 kJ/mol
HOMO energy (alpha / beta)   -16.43 / -16.43 eV
Frontier orbital gap (alpha / beta)   6.112 / 2.904 eV
E_LUMO (alpha / beta)   -10.319 / -13.525 eV